Entry from OMol25: a structure of composition C26H19ClIN3OPPt (the ωB97M-V functional and the def2-TZVPD basis).

The total charge is +1. The energy above the lowest of the compared OMol25 structures with the same formula, charge and spin is 2.3029 eV. For the HOMO energy (spin up / spin down), the calculation gives -0.378 / -0.378 hartree. As for the frontier orbital gap (spin up / spin down): 6.1 / 6.1 eV.

Cartesian coordinates (Å):
Pt1 -1.187 -0.433 0.267
Cl1 0.932 -7.213 0.933
C1 0.063 -5.722 0.810
C2 -1.279 -5.744 0.568
C3 -2.007 -4.542 0.454
I1 -4.048 -4.621 0.070
C4 -1.394 -3.319 0.601
O1 -2.087 -2.184 0.568
C5 0.021 -3.295 0.823
N1 0.617 -2.074 0.900
C6 1.907 -2.004 1.112
C7 2.722 -3.143 1.248
C8 2.147 -4.378 1.162
C9 0.757 -4.491 0.940
H1 -1.789 -6.691 0.459
H2 2.335 -1.008 1.178
H3 3.783 -3.027 1.418
H4 2.741 -5.277 1.257
N2 -0.018 1.580 -1.684
P1 -0.262 1.581 0.006
C10 -1.185 3.077 0.372
C11 -0.566 4.328 0.345
C12 -1.315 5.468 0.583
C13 -2.672 5.363 0.865
C14 -3.287 4.120 0.907
C15 -2.546 2.975 0.656
C16 1.363 1.790 0.760
C17 2.451 2.320 0.070
C18 3.670 2.475 0.714
C19 3.807 2.097 2.043
C20 2.728 1.560 2.730
C21 1.509 1.404 2.090
C22 -0.574 0.569 -2.431
C23 -0.505 0.543 -3.825
C24 -1.087 -0.501 -4.502
C25 -1.730 -1.516 -3.794
C26 -1.760 -1.441 -2.428
N3 -1.187 -0.413 -1.757
H5 0.226 2.423 -2.182
H6 0.498 4.414 0.164
H7 -0.839 6.439 0.562
H8 -3.250 6.256 1.059
H9 -4.341 4.041 1.136
H10 -3.023 2.002 0.678
H11 2.367 2.599 -0.973
H12 4.514 2.886 0.177
H13 4.759 2.217 2.542
H14 2.835 1.259 3.764
H15 0.671 0.978 2.625
H16 0.007 1.339 -4.346
H17 -1.042 -0.532 -5.582
H18 -2.203 -2.347 -4.294
H19 -2.250 -2.187 -1.819

Entry from OMol25: a structure of composition C26H19ClIN3OPPt (the ωB97M-V functional and the def2-TZVPD basis).

The total charge is +1. The energy above the lowest of the compared OMol25 structures with the same formula, charge and spin is 0.8879 eV. As for the spin multiplicity: 3. For the HOMO energy (spin up / spin down), the calculation gives -0.375 / -0.382 hartree. As for the frontier orbital gap (spin up / spin down): 7.3 / 6.2 eV.

Cartesian coordinates (Å):
Pt1 -0.074 -0.231 0.386
Cl1 4.142 -3.792 -3.866
C1 2.789 -3.233 -2.943
C2 1.620 -3.937 -2.951
C3 0.506 -3.512 -2.198
I1 -1.256 -4.605 -2.234
C4 0.555 -2.370 -1.436
O1 -0.455 -1.899 -0.719
C5 1.774 -1.649 -1.439
N1 1.783 -0.522 -0.668
C6 2.863 0.231 -0.615
C7 4.025 -0.099 -1.322
C8 4.046 -1.232 -2.094
C9 2.900 -2.048 -2.177
H1 1.550 -4.838 -3.545
H2 2.810 1.119 0.000
H3 4.891 0.543 -1.247
H4 4.936 -1.507 -2.643
N2 -0.930 2.182 2.254
P1 -0.528 0.554 2.497
C10 -2.107 -0.314 2.706
C11 -3.327 0.354 2.727
C12 -4.504 -0.366 2.877
C13 -4.462 -1.748 2.999
C14 -3.245 -2.420 2.962
C15 -2.069 -1.707 2.809
C16 0.252 0.566 4.110
C17 1.528 0.038 4.274
C18 2.116 0.041 5.532
C19 1.430 0.573 6.612
C20 0.147 1.088 6.450
C21 -0.450 1.079 5.201
C22 -1.192 2.641 0.982
C23 -1.592 3.956 0.739
C24 -1.868 4.331 -0.555
C25 -1.745 3.404 -1.590
C26 -1.320 2.140 -1.276
N3 -1.042 1.762 -0.014
H5 -0.903 2.850 3.010
H6 -3.363 1.432 2.626
H7 -5.454 0.151 2.895
H8 -5.382 -2.306 3.118
H9 -3.217 -3.498 3.042
H10 -1.120 -2.232 2.769
H11 2.058 -0.373 3.423
H12 3.107 -0.371 5.666
H13 1.891 0.583 7.591
H14 -0.392 1.481 7.301
H15 -1.466 1.443 5.086
H16 -1.682 4.654 1.561
H17 -2.180 5.346 -0.765
H18 -1.970 3.663 -2.614
H19 -1.188 1.381 -2.036

Entry from OMol25: a structure of composition C26H19ClN2O2SeTi (the ωB97M-V functional and the def2-TZVPD basis).

The total charge is -2. The energy above the lowest of the compared OMol25 structures with the same formula, charge and spin is 1.1961 eV. As for the spin multiplicity: 3. For the HOMO energy (spin up / spin down), the calculation gives 0.018 / -0.082 hartree. As for the frontier orbital gap (spin up / spin down): 4.0 / 6.6 eV.

Cartesian coordinates (Å):
Ti1 0.835 0.383 0.657
C1 -0.790 2.561 0.925
C2 0.061 2.119 1.990
C3 -0.773 1.476 2.950
C4 -2.082 1.507 2.479
C5 -2.091 2.170 1.233
H1 -0.461 3.107 0.053
H2 1.063 2.500 2.178
H3 -0.435 1.011 3.866
H4 -2.931 1.025 2.944
H5 -2.954 2.297 0.591
Se1 1.659 -1.062 2.940
C6 1.957 -2.548 1.904
N1 2.107 -3.481 1.235
Cl1 6.576 5.994 -1.068
C7 5.422 4.683 -0.886
C8 5.758 3.560 -0.115
C9 4.860 2.533 0.030
C10 3.572 2.585 -0.593
C11 3.263 3.748 -1.369
C12 4.166 4.770 -1.509
C13 2.648 1.532 -0.448
O1 2.885 0.457 0.262
O2 1.425 1.551 -0.934
H6 6.727 3.512 0.367
H7 5.109 1.665 0.625
H8 2.290 3.807 -1.841
H9 3.919 5.646 -2.097
N2 -0.463 -0.788 0.124
C14 -1.326 -1.618 -0.285
C15 -1.184 -2.286 -1.612
C16 -1.795 -3.503 -1.916
C17 -1.612 -4.102 -3.154
C18 -0.815 -3.494 -4.113
C19 -0.193 -2.287 -3.816
C20 -0.372 -1.690 -2.579
C21 -2.509 -1.921 0.586
C22 -3.794 -2.113 0.084
C23 -4.868 -2.323 0.939
C24 -4.669 -2.354 2.312
C25 -3.390 -2.158 2.821
C26 -2.322 -1.936 1.969
H10 -2.399 -3.998 -1.166
H11 -2.084 -5.055 -3.363
H12 -0.670 -3.961 -5.080
H13 0.441 -1.807 -4.551
H14 0.122 -0.756 -2.339
H15 -3.961 -2.074 -0.986
H16 -5.864 -2.454 0.530
H17 -5.506 -2.519 2.981
H18 -3.225 -2.164 3.892
H19 -1.327 -1.751 2.358

Entry from OMol25: a structure of composition C26H19N5O10S2Zn (the ωB97M-V functional and the def2-TZVPD basis).

The energy above the lowest of the compared OMol25 structures with the same formula, charge and spin is 0.0650 eV. For the HOMO energy, the calculation gives -0.301 hartree. As for the frontier orbital gap: 7.4 eV.

Cartesian coordinates (Å):
Zn1 10.855 -8.192 16.260
O1 15.749 -5.296 20.115
C1 16.008 -5.781 18.868
C2 14.848 -6.433 18.251
C3 14.909 -7.047 17.001
C4 13.774 -7.656 16.512
N1 12.609 -7.614 17.175
C5 12.458 -6.995 18.329
C6 13.617 -6.416 18.913
C7 11.105 -6.844 18.854
C8 10.818 -6.267 20.077
C9 9.505 -6.148 20.485
C10 9.232 -5.563 21.827
O2 10.373 -4.904 22.364
C11 8.480 -6.695 19.706
C12 8.890 -7.283 18.494
N2 10.135 -7.319 18.096
H1 16.512 -5.487 20.644
H2 16.871 -6.463 18.892
H3 16.375 -4.968 18.183
H4 15.878 -7.064 16.509
H5 13.778 -8.347 15.659
H6 13.586 -5.907 19.828
H7 11.579 -5.894 20.737
H8 9.003 -6.412 22.521
H9 8.350 -4.910 21.751
H10 10.211 -3.976 22.253
H11 7.425 -6.660 19.978
H12 8.111 -7.806 17.866
O3 8.018 -8.298 14.039
S1 9.254 -7.702 13.552
O4 10.146 -8.490 12.822
N3 10.139 -7.031 14.855
C13 10.130 -5.707 14.855
S2 10.836 -4.797 16.055
C14 9.413 -5.091 13.676
C15 9.210 -3.745 13.311
C16 8.586 -3.483 12.127
C17 8.026 -4.513 11.357
C18 8.192 -5.811 11.745
C19 8.952 -6.088 12.855
H13 9.716 -2.931 13.855
H14 8.539 -2.472 11.748
H15 7.412 -4.264 10.509
H16 7.685 -6.654 11.278
O5 11.394 -10.037 15.706
C20 10.218 -10.507 15.917
O6 9.306 -9.828 16.454
C21 9.951 -11.956 15.707
C22 11.008 -12.885 15.682
C23 10.633 -14.234 15.574
C24 9.375 -14.647 15.309
C25 8.382 -13.695 15.388
C26 8.599 -12.340 15.616
N4 6.962 -14.144 15.232
O7 6.782 -15.327 15.204
O8 6.074 -13.299 15.145
N5 11.677 -15.258 15.551
O9 12.810 -14.867 15.908
O10 11.353 -16.419 15.340
H17 12.090 -12.646 15.788
H18 9.106 -15.661 15.150
H19 7.727 -11.656 15.653

Entry from OMol25: the molecule C26H19N5O2S2 (the ωB97M-V functional and the def2-TZVPD basis).

The energy above the lowest of the compared OMol25 structures with the same formula, charge and spin is 0.1685 eV. Its SMILES is O=C(CSc1nnc(-c2cccnc2)n1Cc1ccco1)N1c2ccccc2Sc2ccccc21. For the HOMO energy, the calculation gives -0.292 hartree. As for the frontier orbital gap: 8.3 eV.

Cartesian coordinates (Å):
O1 -3.089 -1.476 -2.591
C1 -2.846 -0.509 -1.912
C2 -2.523 0.813 -2.606
S1 -1.234 1.829 -1.827
C3 -0.111 0.561 -1.445
N1 -0.228 -0.690 -1.797
N2 0.808 -1.354 -1.270
C4 1.539 -0.513 -0.591
C5 2.746 -0.850 0.145
C6 2.930 -0.473 1.473
C7 4.114 -0.813 2.102
C8 5.066 -1.519 1.382
N3 4.888 -1.905 0.129
C9 3.760 -1.586 -0.471
N4 0.996 0.749 -0.672
C10 1.485 1.995 -0.135
C11 2.969 2.087 -0.277
C12 3.785 1.898 -1.354
C13 5.108 2.056 -0.876
C14 4.995 2.332 0.450
O2 3.704 2.351 0.823
N5 -2.846 -0.522 -0.539
C15 -3.002 0.637 0.246
C16 -4.055 1.510 -0.009
C17 -4.209 2.662 0.738
C18 -3.333 2.942 1.775
C19 -2.325 2.049 2.083
C20 -2.165 0.895 1.331
S2 -0.884 -0.249 1.749
C21 -1.666 -1.742 1.200
C22 -1.342 -2.922 1.849
C23 -1.937 -4.107 1.457
C24 -2.872 -4.102 0.437
C25 -3.203 -2.922 -0.206
C26 -2.583 -1.733 0.153
H1 -3.396 1.461 -2.678
H2 -2.188 0.552 -3.611
H3 2.154 0.058 2.005
H4 4.292 -0.537 3.130
H5 6.012 -1.799 1.826
H6 3.644 -1.920 -1.493
H7 0.983 2.801 -0.683
H8 1.218 2.080 0.924
H9 3.483 1.669 -2.356
H10 6.010 1.973 -1.445
H11 5.726 2.529 1.207
H12 -4.749 1.275 -0.803
H13 -5.020 3.339 0.514
H14 -3.447 3.844 2.355
H15 -1.652 2.234 2.906
H16 -0.616 -2.901 2.647
H17 -1.671 -5.028 1.953
H18 -3.348 -5.021 0.133
H19 -3.918 -2.921 -1.010

Entry from OMol25: a structure of composition C26H19NO3PSSeTc (the ωB97M-V functional and the def2-TZVPD basis).

The total charge is -1. The energy above the lowest of the compared OMol25 structures with the same formula, charge and spin is 0.2272 eV. As for the spin multiplicity: 4. For the HOMO energy (spin up / spin down), the calculation gives -0.086 / -0.162 hartree. As for the frontier orbital gap (spin up / spin down): 4.7 / 6.8 eV.

Cartesian coordinates (Å):
Tc1 1.337 -1.810 -0.478
O1 2.462 -0.592 -1.980
S1 3.519 -0.130 -1.040
O2 4.828 -0.015 -1.611
O3 3.410 -0.952 0.179
C1 3.029 1.523 -0.547
C2 3.922 2.549 -0.815
C3 3.622 3.851 -0.443
C4 2.427 4.125 0.205
C5 1.537 3.098 0.471
C6 1.814 1.783 0.097
P1 0.623 0.444 0.466
C7 0.550 0.437 2.293
C8 -0.176 -0.589 2.904
C9 -0.190 -0.721 4.282
C10 0.535 0.158 5.073
C11 1.289 1.155 4.475
C12 1.306 1.289 3.095
C13 -0.989 1.099 -0.101
C14 -1.143 2.225 -0.906
C15 -2.397 2.591 -1.374
C16 -3.515 1.841 -1.047
C17 -3.369 0.701 -0.269
C18 -2.117 0.324 0.184
H1 4.850 2.308 -1.314
H2 4.323 4.647 -0.657
H3 2.186 5.136 0.509
H4 0.609 3.316 0.985
H5 -0.687 -1.329 2.304
H6 -0.733 -1.542 4.731
H7 0.540 0.042 6.149
H8 1.885 1.824 5.082
H9 1.930 2.051 2.651
H10 -0.285 2.814 -1.195
H11 -2.494 3.465 -2.006
H12 -4.492 2.127 -1.417
H13 -4.226 0.080 -0.044
H14 -2.015 -0.607 0.724
C19 -0.070 -2.360 -1.436
C20 -1.134 -2.747 -2.231
C21 -1.971 -1.792 -2.884
C22 -3.018 -2.196 -3.680
C23 -3.299 -3.549 -3.884
C24 -2.482 -4.497 -3.262
C25 -1.429 -4.125 -2.460
H15 -1.760 -0.739 -2.755
H16 -3.632 -1.441 -4.161
H17 -4.124 -3.856 -4.514
H18 -2.679 -5.554 -3.410
H19 -0.809 -4.874 -1.984
Se1 0.755 -4.489 3.683
C26 0.930 -3.549 2.178
N1 1.016 -2.946 1.183

Entry from OMol25: a structure of composition C26H20As2F6N3P2PdS4Se2 (the ωB97M-V functional and the def2-TZVPD basis).

The energy above the lowest of the compared OMol25 structures with the same formula, charge and spin is 0.0000 eV. As for the spin multiplicity: 2. For the HOMO energy (spin up / spin down), the calculation gives -0.314 / -0.314 hartree. As for the frontier orbital gap (spin up / spin down): 5.2 / 5.2 eV.

Cartesian coordinates (Å):
Pd1 -0.134 -0.246 0.327
S1 3.046 2.167 2.535
As1 2.509 1.497 0.607
S2 2.140 -0.660 0.319
S3 0.390 1.919 0.048
S4 4.070 2.510 -0.337
Se1 -5.984 -0.108 3.761
P1 -5.840 -0.299 1.665
C1 -6.959 0.780 0.748
C2 -8.199 0.304 0.337
C3 -9.091 1.161 -0.291
C4 -8.747 2.487 -0.504
C5 -7.509 2.963 -0.089
C6 -6.616 2.112 0.539
C7 -6.128 -1.982 1.063
C8 -6.410 -3.002 1.966
C9 -6.583 -4.300 1.506
C10 -6.468 -4.577 0.152
C11 -6.186 -3.557 -0.749
C12 -6.017 -2.259 -0.299
C13 -4.218 0.088 0.974
C14 -2.928 0.145 1.486
N1 -2.126 0.284 0.398
N2 -2.854 0.349 -0.691
N3 -4.111 0.227 -0.367
P2 -2.100 0.299 3.047
Se2 0.038 -0.281 2.648
C15 -2.613 -0.912 4.245
C16 -2.741 -0.589 5.590
C17 -3.156 -1.569 6.477
C18 -3.429 -2.850 6.018
C19 -3.280 -3.169 4.674
C20 -2.867 -2.202 3.778
C21 -2.127 1.994 3.649
C22 -3.335 2.540 4.089
C23 -3.375 3.863 4.498
C24 -2.225 4.640 4.463
C25 -1.029 4.098 4.017
C26 -0.973 2.775 3.607
H1 -8.466 -0.732 0.500
H2 -10.054 0.789 -0.616
H3 -9.442 3.153 -0.998
H4 -7.239 3.996 -0.261
H5 -5.648 2.481 0.856
H6 -6.490 -2.771 3.021
H7 -6.802 -5.094 2.208
H8 -6.593 -5.591 -0.205
H9 -6.082 -3.775 -1.803
H10 -5.774 -1.469 -0.999
H11 -2.544 0.418 5.937
H12 -3.271 -1.330 7.526
H13 -3.761 -3.608 6.715
H14 -3.491 -4.170 4.322
H15 -2.758 -2.439 2.724
H16 -4.236 1.939 4.100
H17 -4.311 4.286 4.839
H18 -2.263 5.674 4.782
H19 -0.132 4.703 3.982
H20 -0.036 2.368 3.249
F1 -0.418 -1.381 -1.680
As2 -0.973 -3.025 -1.196
F2 -0.094 -2.615 0.325
F3 -1.413 -4.562 -0.586
F4 -2.346 -2.316 -0.410
F5 -1.851 -3.175 -2.651
F6 0.465 -3.658 -1.874

Entry from OMol25: a structure of composition C26H20AsN2O3PReS6 (the ωB97M-V functional and the def2-TZVPD basis).

The total charge is +1. The energy above the lowest of the compared OMol25 structures with the same formula, charge and spin is 0.5317 eV. For the HOMO energy, the calculation gives -0.398 hartree. As for the frontier orbital gap: 5.4 eV.

Cartesian coordinates (Å):
Re1 -0.306 -0.577 -1.561
O1 5.110 -1.060 -2.503
C1 4.733 0.013 -3.200
C2 5.718 0.712 -3.900
C3 5.388 1.818 -4.651
C4 4.066 2.268 -4.726
C5 3.088 1.610 -4.026
C6 3.397 0.478 -3.250
C7 2.337 -0.174 -2.526
O2 1.155 0.406 -2.423
N1 2.526 -1.340 -1.956
N2 1.419 -1.788 -1.316
C8 1.515 -2.780 -0.503
C9 0.451 -3.290 0.335
C10 0.755 -4.261 1.288
C11 -0.213 -4.767 2.136
C12 -1.523 -4.321 2.026
C13 -1.857 -3.365 1.082
C14 -0.880 -2.828 0.254
O3 -1.191 -1.858 -0.627
H1 4.322 -1.496 -2.124
H2 6.732 0.341 -3.845
H3 6.162 2.332 -5.205
H4 3.813 3.121 -5.339
H5 2.057 1.935 -4.074
H6 2.490 -3.251 -0.414
H7 1.776 -4.612 1.366
H8 0.055 -5.506 2.878
H9 -2.294 -4.722 2.670
H10 -2.873 -3.015 0.972
S1 -3.813 -0.151 -5.173
As1 -1.801 0.016 -4.849
S2 -0.807 -1.575 -3.683
S3 -1.696 1.230 -2.009
S4 -0.509 1.261 -5.843
S5 -1.644 2.693 -0.531
P1 -1.266 1.453 1.119
S6 0.362 0.325 0.668
C15 -0.720 2.489 2.482
C16 -0.304 1.850 3.652
C17 0.203 2.606 4.694
C18 0.309 3.985 4.563
C19 -0.074 4.611 3.387
C20 -0.592 3.868 2.339
C21 -2.798 0.570 1.592
C22 -3.185 0.614 2.933
C23 -4.322 -0.059 3.350
C24 -5.090 -0.769 2.442
C25 -4.726 -0.792 1.104
C26 -3.587 -0.130 0.677
H11 -0.364 0.772 3.737
H12 0.522 2.118 5.605
H13 0.705 4.572 5.381
H14 0.034 5.682 3.284
H15 -0.891 4.351 1.418
H16 -2.608 1.185 3.647
H17 -4.611 -0.019 4.392
H18 -5.974 -1.298 2.773
H19 -5.327 -1.328 0.380
H20 -3.354 -0.154 -0.370